# C16H56N4O12

A 12-piece molecular cluster, C16H56N4O12 overall at a distorted geometry (wB97M-V/def2-TZVPD, OMol25).

DFT total energy in eV: -48024.939
E_HOMO in eV: -8.787
F_max in hartree/bohr: 0.210

Geometry as XYZ:
```
88
Properties=species:S:1:pos:R:3:lowdin_charge:R:1
N 0.23465 3.10288 -1.53861 0.140
C -0.77835 2.74988 -2.26261 -0.690
N -1.75635 3.42588 -1.92561 0.161
O -0.65335 1.79788 -3.25061 -0.101
H 0.99365 2.39788 -1.55961 0.073
H 0.21865 3.75588 -0.67861 0.152
H -2.65735 3.28688 -2.38461 0.123
H -1.79935 4.05188 -1.02461 0.178
N 2.90665 -2.01912 2.34239 0.177
C 3.84965 -2.15912 1.52539 -0.653
N 4.52065 -3.24412 1.73139 0.144
O 4.02565 -1.28212 0.44639 -0.128
H 2.11965 -1.41012 2.03839 0.097
H 2.85965 -2.29512 3.29639 0.116
H 5.29365 -3.37012 1.02939 0.143
H 4.43865 -3.79112 2.61939 0.141
C 2.40465 2.80388 1.39739 -0.124
C 3.12665 3.84088 2.14039 -0.314
O 2.33265 5.00088 1.81639 -0.086
H 2.56665 2.96888 0.38139 0.048
H 1.33465 2.76188 1.57839 0.076
H 2.91665 1.89388 1.70239 0.083
H 4.18565 3.84188 1.83439 0.123
H 3.11765 3.60988 3.21639 0.111
H 2.62465 5.67488 2.47039 0.095
C 2.23265 -2.77912 -1.99761 -0.084
C 3.66565 -3.05512 -2.39561 -0.342
O 3.96165 -2.19712 -3.45961 -0.079
H 1.57765 -3.09312 -2.79461 0.056
H 1.98465 -1.78312 -1.63061 0.059
H 2.04565 -3.36312 -1.04161 0.101
H 3.85465 -4.09112 -2.73061 0.112
H 4.33665 -2.83912 -1.53561 0.093
H 4.90065 -2.21812 -3.64361 0.082
C -5.33935 0.74288 -2.89661 -0.049
C -3.82635 0.50888 -3.16961 -0.266
O -3.09035 0.17288 -2.01761 -0.137
H -5.77935 0.91888 -3.88261 0.076
H -5.51735 1.61388 -2.27161 0.063
H -5.80535 -0.14312 -2.43461 0.074
H -3.32635 1.38088 -3.53061 0.088
H -3.66835 -0.33712 -3.84961 0.123
H -2.25935 -0.16112 -2.35961 0.034
C -0.03335 -0.08712 4.13539 -0.076
C 1.17265 0.86188 4.13139 -0.350
O 1.95765 0.76488 5.26139 -0.038
H 0.21565 -1.09312 3.97139 0.042
H -0.83135 0.12288 3.39739 0.073
H -0.44035 -0.01212 5.17539 0.105
H 0.68065 1.86388 4.06439 0.114
H 1.75765 0.81488 3.13939 0.102
H 2.77165 1.20988 5.16839 0.062
C 3.29965 0.92188 -1.53961 -0.136
O 2.27465 1.40688 -2.37761 -0.111
H 4.02765 1.70188 -1.39961 0.086
H 3.74965 0.07088 -1.88961 0.037
H 2.86265 0.72988 -0.57961 0.042
H 2.62265 1.71988 -3.17861 0.070
C 0.04665 0.09488 0.39239 -0.128
O 0.52265 -0.61212 1.47139 -0.188
H 0.79965 0.02888 -0.43161 0.091
H 0.01465 1.13288 0.64939 0.056
H -0.92335 -0.32512 0.21539 0.075
H -0.26935 -0.70212 2.06839 0.034
C -1.42535 -3.05612 1.79339 -0.151
O -2.10935 -1.84312 2.12039 -0.176
H -1.03835 -3.03212 0.79339 0.054
H -2.07935 -3.93112 1.79039 0.067
H -0.68135 -3.35112 2.61239 0.102
H -2.82935 -1.59112 1.46139 0.035
C -4.95635 -1.86212 0.19239 -0.115
O -3.64635 -1.36012 0.13939 -0.142
H -5.09935 -2.67312 -0.54361 0.093
H -5.65035 -1.08412 -0.03861 0.065
H -5.23835 -2.14612 1.21639 0.096
H -3.57935 -0.79012 -0.61761 0.029
C -1.12035 -2.26712 -2.68261 -0.156
O -0.71235 -0.94912 -2.81161 -0.140
H -0.73735 -2.60812 -1.72461 0.072
H -0.79635 -2.91612 -3.45361 0.073
H -2.23735 -2.22412 -2.69061 0.093
H 0.04765 -0.97012 -3.41461 0.109
C -3.38035 1.97688 1.09339 -0.159
O -4.27235 1.78088 0.03039 -0.101
H -3.84035 2.39688 1.95239 0.070
H -2.58935 2.70088 0.89039 0.060
H -2.84235 1.13288 1.47039 0.057
H -3.83835 1.37988 -0.72361 0.017
```



# C5H8N3

An isolated ion of composition C5H8N3 and charge +1 (wB97M-V/def2-TZVPD, OMol25).

DFT total energy in eV: -9777.502
E_HOMO in eV: -13.989
Net charge: +1
F_max in hartree/bohr: 0.019

Geometry as XYZ:
```
16
Properties=species:S:1:pos:R:3:nbo_charge:R:1
C 2.60498 0.04029 -0.01964 -0.297
C 1.69623 -0.82939 0.38420 -0.248
C 0.49877 -1.17324 -0.44626 -0.253
N -0.56095 -0.16559 -0.23040 -0.098
C -1.67506 -0.30639 0.46191 0.251
N -2.28348 0.87633 0.41284 -0.478
C -1.49825 1.70388 -0.32102 0.197
N -0.43956 1.06469 -0.72617 -0.191
H 3.43969 0.31495 0.59194 0.225
H 2.50381 0.47409 -0.99746 0.204
H 1.75670 -1.33207 1.33445 0.219
H 0.08635 -2.13445 -0.17840 0.232
H 0.72303 -1.18557 -1.50308 0.250
H -1.99272 -1.20103 0.95021 0.263
H -3.16150 1.12776 0.84240 0.465
H -1.69804 2.72572 -0.55552 0.256
```



# C12H20AgClO4Sb2

C12H20AgClO4Sb2 as an isolated structure (wB97M-V/def2-TZVPD, OMol25).

DFT total energy in eV: -50547.158
E_HOMO in eV: -8.468
F_max in hartree/bohr: 0.012

Geometry as XYZ:
```
40
Properties=species:S:1:pos:R:3:nbo_charge:R:1
Ag -1.16276 -0.35360 -2.04682 0.610
C -3.15511 2.39972 0.29601 -0.979
Sb -1.91423 0.67441 0.38189 1.020
C -2.89488 -0.35490 1.96500 -0.983
C -0.23509 1.47514 1.49817 -0.764
C 0.73971 0.38990 1.84884 -0.033
C 0.52198 -0.31776 3.03561 -0.204
C 1.35395 -1.34013 3.45084 -0.208
C 2.45718 -1.67516 2.67813 -0.217
C 2.69242 -0.98178 1.50567 -0.201
C 1.84886 0.04047 1.06008 -0.059
C 2.20380 0.71678 -0.23680 -0.743
Sb 1.51194 -0.36408 -1.97646 1.015
C 2.57804 -2.18395 -1.69566 -0.984
C 2.79805 0.53650 -3.41842 -0.982
H -3.28927 2.82771 1.28800 0.222
H -4.11044 2.09036 -0.12317 0.257
H -2.70606 3.12876 -0.37562 0.237
H -3.06658 0.32312 2.79962 0.225
H -2.28853 -1.19889 2.28771 0.236
H -3.84455 -0.71919 1.57706 0.251
H -0.64358 1.92798 2.40160 0.235
H 0.19911 2.26707 0.88935 0.228
H -0.32526 -0.03756 3.65164 0.209
H 1.15289 -1.86131 4.37763 0.217
H 3.13474 -2.45882 2.99050 0.217
H 3.56609 -1.22461 0.91106 0.205
H 3.28714 0.77489 -0.34834 0.235
H 1.80241 1.72562 -0.31779 0.234
H 3.64408 -1.98772 -1.59146 0.228
H 2.40652 -2.82136 -2.56152 0.240
H 2.20689 -2.68624 -0.80457 0.244
H 3.83741 0.43545 -3.10995 0.230
H 2.54464 1.59083 -3.51582 0.237
H 2.65321 0.05087 -4.38169 0.240
O -5.03648 -0.23625 -3.77212 -0.796
Cl -3.93078 -0.15585 -2.87797 2.515
O -3.44337 1.21024 -2.74773 -0.866
O -4.27970 -0.66071 -1.56460 -0.854
O -2.81434 -0.96593 -3.42788 -0.913
```



# C5H10O

A single C5H10O molecule at a distorted geometry (wB97M-V/def2-TZVPD, OMol25).

DFT total energy in eV: -7392.397
E_HOMO in eV: -9.740
F_max in hartree/bohr: 0.075

Geometry as XYZ:
```
16
Properties=species:S:1:pos:R:3:nbo_charge:R:1
C -1.74051 0.08511 -0.65983 -0.671
C -0.41238 -0.67913 0.11770 -0.208
C 0.86613 -0.48986 -0.73043 -0.510
C 1.76742 0.52211 -0.00178 -0.071
O 0.90751 1.10040 0.96932 -0.531
C -0.03784 0.11629 1.36438 -0.078
H -1.94004 -0.14009 -1.73886 0.214
H -2.62997 -0.24755 -0.12365 0.211
H -1.72897 1.19801 -0.61427 0.216
H -0.71644 -1.71435 0.25597 0.219
H 1.34952 -1.31367 -1.27417 0.225
H 0.05142 0.01461 -1.27570 0.267
H 2.10352 1.33158 -0.66360 0.189
H 2.68073 0.11290 0.47811 0.164
H 0.38847 -0.53653 2.14233 0.170
H -0.90856 0.64017 1.75447 0.191
```



> Which of these has the highest F_max?

C16H56N4O12